[1]
The following is a DFT calculation (ωB97M-V with the def2-TZVPD basis set) of a cluster of 2 separate species, C4H12 in total in a non-equilibrium geometry.

- energy (Eh) = -159.5668
- structure (SMILES) = CC.CC
- E_HOMO (eV) = -11.32
- Kohn-Sham gap (eV) = 12.489
- LUMO energy (eV) = 1.173

Geometry (Å):
C: -1.2757 1.8058 -1.4819
C: 0.1659 1.4616 -1.1423
H: -1.9483 0.8888 -1.5044
H: -1.7694 2.5138 -0.8329
H: -1.2660 2.1750 -2.4935
H: 0.8744 2.2953 -1.3199
H: 0.3818 1.2470 -0.0839
H: 0.5060 0.5407 -1.6231
C: 0.7198 -2.0973 0.7470
C: 0.4037 -1.1039 1.8596
H: 0.7660 -1.7935 -0.3140
H: 1.6783 -2.5719 1.0291
H: -0.0265 -2.8938 0.8665
H: 0.6459 -0.1045 1.4444
H: -0.6832 -1.0159 2.0295
H: 0.8273 -1.3472 2.8199

---

[2]
The following is a DFT calculation (ωB97M-V with the def2-TZVPD basis set) of a structure of composition C30H45NO2P2S2Y in a non-equilibrium geometry.

- energy (Eh) = -2892.3039
- total charge = +1
- E_HOMO (spin up / spin down) (eV) = -8.91 / -8.82
- Kohn-Sham gap (spin up / spin down) (eV) = 5.401 / 5.714
- LUMO energy (spin up / spin down) (eV) = -3.509 / -3.101

Geometry (Å):
Y: -0.9135 -0.6465 -1.2585
C: 2.8506 -0.6625 1.5278
C: 2.4881 0.7240 1.4751
C: 1.8371 -0.0903 3.5290
C: 2.4568 -1.1670 2.7995
C: 1.8700 1.0763 2.7095
C: 3.3947 -1.4882 0.4425
H: 3.4135 -0.9283 -0.4970
H: 2.7675 -2.3821 0.2979
H: 4.4225 -1.8250 0.6448
C: 2.6254 -2.5368 3.3136
H: 3.0925 -3.1643 2.5439
H: 1.6469 -2.9832 3.5635
H: 3.2550 -2.5659 4.2232
C: 1.3217 -0.1496 4.9053
H: 2.0408 0.2966 5.6258
H: 1.1413 -1.1963 5.2035
H: 0.3639 0.3977 4.9950
C: 1.3131 2.3987 3.0216
H: 1.9537 2.9319 3.7350
H: 0.3171 2.2870 3.4655
H: 1.2353 3.0110 2.1128
C: 2.6240 1.6077 0.2955
H: 3.2434 2.4961 0.4900
H: 1.6355 1.9740 -0.0300
H: 3.0829 1.0928 -0.5607
C: -1.6928 -0.7723 -3.2424
C: -0.2091 -0.7820 -3.7575
C: 0.0133 0.1977 -4.9559
C: -0.3843 1.6501 -4.5818
C: -0.7019 1.7494 -3.1353
C: -1.9776 2.3257 -2.7381
C: -3.1613 1.4410 -3.1922
C: -2.8157 0.0602 -3.8246
H: -0.6490 -0.1724 -5.7592
H: -1.2294 2.0006 -5.2314
H: 1.0480 0.1494 -5.3310
H: -2.7197 0.1530 -4.9173
H: -1.9811 -1.8377 -3.0379
H: -0.1641 -1.7581 -4.2625
H: -3.7131 -0.5499 -3.6403
H: -3.8471 1.2962 -2.3518
H: -2.1829 3.3405 -3.1550
H: -3.7402 2.0039 -3.9381
H: 0.4855 2.2961 -4.8573
H: 0.2026 1.7417 -2.4591
P: 1.5067 -0.9580 -2.7223
C: 1.9230 -2.7184 -3.1659
C: 2.9221 -0.2531 -3.6620
P: -2.0628 3.0813 -0.8772
C: -1.4807 1.5122 -0.3124
C: -0.7676 4.2227 -0.3268
C: -3.6726 3.1101 0.0093
H: 1.6518 -3.3551 -2.3190
H: 2.9974 -2.7462 -3.4147
H: 1.3181 -2.9945 -4.0348
H: 2.6637 0.7454 -4.0539
H: 3.1029 -0.9739 -4.4694
H: 3.8202 -0.1515 -3.0093
H: -4.4480 2.5243 -0.5097
H: -4.0655 4.1266 0.1918
H: -3.5143 2.6723 1.0147
H: -2.3426 0.7849 -0.5034
H: -0.3848 1.2902 -0.4937
H: -0.7768 4.2473 0.7717
H: -0.8268 5.2619 -0.6533
H: 0.2034 3.8614 -0.6874
O: -3.5118 -0.0159 1.9976
S: -2.1312 -0.3647 2.2038
O: -1.2168 0.7315 2.4347
N: -1.5705 -1.2828 0.8910
C: -0.9020 -2.4185 1.2597
S: 0.0014 -3.1864 0.0526
C: -1.1087 -2.7513 2.6637
C: -0.7445 -3.8520 3.4670
C: -1.1366 -3.8863 4.8072
C: -1.7912 -2.8087 5.3907
C: -2.1013 -1.6835 4.6484
C: -1.8034 -1.7080 3.2959
H: -0.2038 -4.6990 3.0227
H: -0.9501 -4.7776 5.4021
H: -2.0775 -2.8334 6.4356
H: -2.5785 -0.7943 5.0500

---

[3]
The following is a DFT calculation (ωB97M-V with the def2-TZVPD basis set) of a cluster of 13 separate species, C5H36O14 in total in a non-equilibrium geometry.

- energy (Eh) = -1265.4184
- E_HOMO (eV) = -10.04
- Kohn-Sham gap (eV) = 9.911
- LUMO energy (eV) = -0.131

Geometry (Å):
C: 1.9642 -0.4101 -3.1894
O: 2.5287 -1.1512 -2.1075
C: 0.5265 -0.7918 -3.5073
C: -0.3128 -0.8880 -2.2316
C: -1.7971 -0.9902 -2.5793
C: -2.3528 0.3056 -3.1924
O: -3.6217 0.5889 -2.5174
H: 2.0082 0.6512 -2.9524
H: 2.5612 -0.6302 -4.0764
H: 2.2922 -0.6623 -1.3205
H: 0.5214 -1.6735 -4.1377
H: 0.0302 -0.0018 -4.0778
H: -0.2205 -0.0401 -1.5486
H: -0.0651 -1.7839 -1.6538
H: -1.9770 -1.8175 -3.2741
H: -2.4414 -1.2281 -1.7388
H: -2.6279 0.2936 -4.2435
H: -1.7606 1.2062 -3.0240
H: -3.3757 0.6141 -1.5827
H: 3.8093 -3.5189 1.6575
H: 3.7237 -2.3494 0.6218
O: 3.9620 -2.5843 1.5133
H: 4.1435 2.1811 2.1166
H: 3.0797 1.2211 1.5767
O: 3.3022 2.1599 1.6591
H: 1.1445 0.3286 4.4256
H: 2.3747 -0.3011 4.8686
O: 1.4314 -0.3201 5.0821
H: 2.1395 -3.9630 0.4054
H: 1.2901 -3.1465 -0.6774
O: 1.2797 -3.6547 0.1327
H: 1.6002 1.9112 0.4961
H: 0.8525 0.6952 0.5996
O: 0.8367 1.5024 0.0629
H: -2.6915 -1.1431 0.4147
H: -2.1552 -0.0854 1.4359
O: -2.9174 -0.3382 0.8952
H: -1.8000 5.0666 1.2446
H: -0.6864 4.1307 0.7629
O: -1.5862 4.1810 1.0289
H: -4.2927 2.1743 -1.1951
H: -4.1829 2.7974 0.1617
O: -4.5240 2.9748 -0.7221
H: -0.6161 0.9615 2.6760
H: -1.2960 -0.0378 3.5121
O: -0.8157 -0.0104 2.6834
H: -0.9622 -2.5478 0.4876
H: -1.6975 -3.4117 -0.5139
O: -1.8525 -2.7984 0.2131
H: -0.1520 2.9891 1.9313
H: -0.9132 3.0664 3.1481
O: -0.1496 2.5803 2.8080
H: 2.6744 -1.3430 2.6826
H: 1.4463 -0.3722 2.5429
O: 2.3209 -0.5865 2.2167

---

[4]
The following is a DFT calculation (ωB97M-V with the def2-TZVPD basis set) of a cluster of 3 separate species, C40H49FIN4O6PS in total in a non-equilibrium geometry.

- energy (Eh) = -3361.2686
- structure (SMILES) = CCCCCc1c(CCCI)c(CC(=O)N(C)C)c(C[C@H](C)O)c2c1C(=O)c1c(cc(F)c(P(O)(O)=S)c1CN)C2=O.c1ccncc1.c1ccncc1
- E_HOMO (eV) = -8.95
- Kohn-Sham gap (eV) = 8.139
- LUMO energy (eV) = -0.811

Geometry (Å):
C: -1.3453 4.3896 4.7244
C: -2.6433 3.7589 4.2101
C: -2.4722 2.7738 3.0528
C: -1.9389 3.4634 1.7977
C: -1.8489 2.5425 0.5502
C: -1.5302 1.0952 0.8340
C: -0.3104 0.7329 1.4392
C: 0.7326 1.7756 1.7812
C: 1.2815 2.5678 0.5874
C: 2.7204 3.0123 0.8242
I: 2.8913 4.2693 2.5598
C: -0.0252 -0.6233 1.7050
C: 1.2784 -1.0172 2.3532
C: 2.3910 -1.1211 1.3317
O: 2.3998 -0.3887 0.3629
N: 3.3923 -2.0595 1.5195
C: 3.6757 -2.3167 2.9464
C: 4.6316 -1.5843 0.8372
C: -0.9350 -1.6513 1.3872
C: -0.6393 -3.1008 1.6834
C: 0.3956 -3.7137 0.7002
C: -0.2407 -4.5957 -0.3691
O: 1.3475 -4.4856 1.4255
C: -2.1501 -1.2692 0.8052
C: -2.4407 0.0775 0.5233
C: -3.7735 0.3745 -0.0951
O: -3.9083 1.1164 -1.0253
C: -4.9047 -0.3861 0.5227
C: -4.6060 -1.7241 0.7869
C: -5.5571 -2.5619 1.3241
C: -6.7972 -2.0206 1.6248
F: -7.6907 -2.8756 2.1443
C: -7.1298 -0.6734 1.4254
P: -8.7792 -0.1269 1.9807
O: -9.3605 -1.1776 3.0455
O: -9.7344 -0.4124 0.7301
S: -8.9090 1.6498 2.7185
C: -6.1625 0.1654 0.8124
C: -6.4665 1.6013 0.4817
N: -7.5950 1.7156 -0.4464
C: -3.2388 -2.2309 0.4841
O: -3.0872 -3.3226 0.0123
H: -0.9494 3.8116 5.5536
H: -1.5222 5.4131 5.0379
H: -0.5645 4.4359 3.9688
H: -3.3887 4.5055 3.9509
H: -3.0821 3.1981 5.0360
H: -3.4742 2.4244 2.7995
H: -1.8505 1.9275 3.3349
H: -2.6525 4.2472 1.5486
H: -0.9915 3.9710 1.9556
H: -2.7774 2.6468 0.0179
H: -1.1019 2.9422 -0.1267
H: 0.3065 2.4584 2.5119
H: 1.5862 1.3399 2.2698
H: 1.2416 1.9971 -0.3383
H: 0.7088 3.4773 0.4262
H: 3.3259 2.1404 1.0475
H: 3.1261 3.5387 -0.0286
H: 1.6003 -0.3066 3.1043
H: 1.1871 -1.9583 2.8782
H: 2.9345 -3.0039 3.3472
H: 4.6383 -2.7929 3.0722
H: 3.6414 -1.4153 3.5598
H: 5.4868 -2.1607 1.1585
H: 4.4699 -1.6640 -0.2274
H: 4.7784 -0.5433 1.1227
H: -0.1937 -3.2317 2.6655
H: -1.5420 -3.6930 1.6676
H: 0.9160 -2.9207 0.1735
H: -1.0556 -5.1896 0.0397
H: -0.6629 -4.0083 -1.1776
H: 0.5035 -5.2580 -0.8007
H: 0.9432 -5.3377 1.6118
H: -5.3653 -3.6055 1.5161
H: -8.8866 -1.0049 3.8713
H: -10.5813 -0.7303 1.0770
H: -6.6595 2.1020 1.4309
H: -5.6166 2.0912 0.0319
H: -8.0593 0.8400 -0.6224
H: -8.2663 2.3908 -0.1164
C: 5.1305 -0.3986 -3.1299
C: 4.3874 0.3697 -2.2460
C: 4.7720 1.6866 -2.0481
N: 5.8140 2.2559 -2.6515
C: 6.5149 1.5007 -3.4953
C: 6.2169 0.1748 -3.7712
H: 4.8648 -1.4327 -3.3153
H: 3.5420 -0.0490 -1.7179
H: 4.2167 2.3259 -1.3690
H: 7.3575 1.9876 -3.9737
H: 6.8202 -0.3849 -4.4707
C: 6.8926 -1.7236 -9.4220
C: 7.6058 -0.5382 -9.3518
C: 7.7353 0.0802 -8.1176
N: 7.2095 -0.3997 -6.9923
C: 6.5254 -1.5386 -7.0787
C: 6.3393 -2.2380 -8.2610
H: 6.7692 -2.2379 -10.3663
H: 8.0530 -0.1003 -10.2333
H: 8.2873 1.0083 -8.0188
H: 6.1035 -1.9056 -6.1483
H: 5.7746 -3.1599 -8.2697

---

[5]
The following is a DFT calculation (ωB97M-V with the def2-TZVPD basis set) of a cluster of 10 separate species, CH21O9 in total in a non-equilibrium geometry.

- energy (Eh) = -727.2415
- total charge = +1
- E_HOMO (eV) = -13.27
- Kohn-Sham gap (eV) = 1.632
- LUMO energy (eV) = -11.635

Geometry (Å):
O: 3.9278 3.8726 6.0504
H: 3.8599 3.2700 6.7802
H: 4.6213 5.6572 9.1120
H: 3.0563 4.0996 5.8564
O: 5.1900 9.8627 7.5794
H: 5.6867 9.7001 6.7402
H: 4.3800 10.6291 4.0782
H: 4.8712 10.7816 7.5421
C: 4.9884 3.8057 9.8076
O: 4.9974 5.2428 9.8472
H: 4.3676 3.4500 8.9186
H: 5.9815 3.4155 9.8415
H: 4.4920 3.5395 10.6937
O: 6.4707 4.4775 3.8605
H: 5.8137 4.1604 4.4576
H: 7.2299 3.8385 3.8696
O: 6.8179 5.3749 6.8537
H: 6.4515 4.7999 7.5431
H: 6.8955 4.8606 6.0637
O: 5.3929 6.5365 12.4131
H: 5.2679 5.9774 11.6520
H: 4.9332 7.3735 12.2822
O: 3.9640 6.6792 7.4598
H: 4.2989 7.5974 7.5374
H: 4.3129 6.3203 6.6085
O: 6.6158 3.6825 12.9382
H: 6.3376 4.6323 12.8054
H: 6.4766 3.5733 13.9279
O: 5.6710 9.8342 10.4812
H: 5.1822 9.4480 9.7161
H: 6.3763 10.4542 10.1233

---

[6]
The following is a DFT calculation (ωB97M-V with the def2-TZVPD basis set) of an isolated molecule of C10H23NS in a non-equilibrium geometry.

- energy (Eh) = -847.4418
- E_HOMO (spin up / spin down) (eV) = -4.09 / -7.32
- Kohn-Sham gap (spin up / spin down) (eV) = 4.812 / 5.747
- spin multiplicity = 3
- LUMO energy (spin up / spin down) (eV) = 0.721 / -1.573

Geometry (Å):
C: -2.9387 -1.3455 1.3481
C: -4.2623 0.4016 -0.3286
C: 2.8265 0.2003 1.4173
C: 3.5456 0.2869 -0.9673
C: 2.2773 -1.6848 -0.1311
C: -1.5240 2.1818 0.0835
C: -2.3713 -1.2933 -1.3368
C: 1.1400 0.5571 -0.4320
C: -0.0932 0.2632 0.4287
C: 2.4326 -0.1661 -0.0153
N: -1.2769 0.7962 -0.1956
S: -2.7801 -0.2515 0.0849
H: -2.0001 -1.8282 1.5865
H: -3.3894 -0.8746 2.2110
H: -4.1914 1.0400 -1.1983
H: -4.7361 0.8819 0.5155
H: 2.1001 -0.1780 2.1320
H: 2.8951 1.2800 1.5318
H: 3.7950 -0.2309 1.6615
H: 3.2962 0.0354 -1.9958
H: 3.6912 1.3631 -0.9040
H: 4.4852 -0.1994 -0.7148
H: 1.9186 -1.9600 -1.1208
H: 1.5812 -2.0695 0.6103
H: 3.2368 -2.1711 0.0312
H: -2.5490 2.4156 -0.2051
H: -1.3890 2.4378 1.1453
H: -0.8509 2.8032 -0.5105
H: -2.2667 -0.6509 -2.2033
H: -1.4444 -1.8230 -1.1499
H: -3.1932 -1.9891 -1.4599
H: 1.3231 1.6335 -0.4168
H: 0.8955 0.2810 -1.4603
H: 0.0411 0.6745 1.4415
H: -0.2243 -0.8171 0.5169

---

[7]
The following is a DFT calculation (ωB97M-V with the def2-TZVPD basis set) of the ion CH2N5O with charge -1 in a non-equilibrium geometry.

- energy (Eh) = -388.1002
- total charge = -1
- E_HOMO (spin up / spin down) (eV) = 0.51 / -4.40
- Kohn-Sham gap (spin up / spin down) (eV) = 3.963 / 7.167
- spin multiplicity = 3
- LUMO energy (spin up / spin down) (eV) = 4.473 / 2.763

Geometry (Å):
C: -0.2228 0.3168 -0.4527
N: -2.0639 1.0771 0.0744
N: -1.2199 1.0466 -0.9844
N: -0.4473 -0.0727 0.8222
N: -1.7005 0.3617 1.0607
N: 1.7898 -0.7681 -0.1708
O: 0.9328 0.0087 -1.0718
H: 1.7210 -0.2790 0.7740
H: 1.2108 -1.6913 -0.0515

---

[8]
The following is a DFT calculation (ωB97M-V with the def2-TZVPD basis set) of a structure of composition C41H34ClHfN6O5PS2 in a non-equilibrium geometry.

- energy (Eh) = -3933.4681
- E_HOMO (eV) = -7.87
- Kohn-Sham gap (eV) = 6.242
- LUMO energy (eV) = -1.628

Geometry (Å):
Hf: 11.4043 9.3555 14.3512
C: 11.9029 5.9986 17.2102
C: 11.0657 6.9852 16.4293
N: 11.4679 8.3153 16.2456
N: 12.3546 8.6849 17.2230
C: 12.3490 9.9957 17.3391
S: 11.3964 11.0671 16.3447
S: 13.3864 10.9036 18.5296
C: 13.4464 9.6742 19.8985
C: 12.1034 9.4871 20.5217
C: 11.1147 10.5002 20.6550
C: 9.9091 10.1623 21.2635
C: 9.6338 8.8884 21.7123
C: 10.6040 7.8741 21.6287
C: 11.7872 8.1937 21.0278
C: 9.7635 6.5520 16.0125
C: 9.1035 5.6118 16.7777
C: 7.7932 5.2643 16.5421
C: 7.0633 5.9612 15.5822
C: 7.6743 6.9396 14.7869
C: 9.0114 7.2910 15.0682
O: 9.7067 8.2211 14.4146
H: 11.5769 4.9948 17.0643
H: 11.8141 6.2847 18.2564
H: 12.9400 6.0904 16.8636
H: 14.0510 10.1798 20.6253
H: 13.8395 8.8102 19.3996
H: 11.2238 11.5030 20.1872
H: 9.1165 10.9180 21.4679
H: 8.6256 8.7712 22.1301
H: 10.4573 6.8953 22.1233
H: 12.5846 7.4809 20.8266
H: 9.6663 5.1079 17.6564
H: 7.3265 4.4479 17.1157
H: 6.1012 5.5491 15.3656
H: 7.0590 7.4738 14.0455
O: 8.7807 10.4834 13.0531
N: 10.0766 10.1510 12.5375
C: 10.6474 11.1375 11.8831
C: 11.4567 10.9710 10.7309
C: 12.3418 11.9915 10.4190
C: 13.1876 11.8695 9.2517
C: 13.0353 10.8009 8.4536
C: 12.0934 9.7836 8.6684
C: 11.3314 9.8370 9.8853
P: 10.1204 8.5697 10.2908
C: 10.6179 7.3472 9.0409
C: 11.8941 6.8675 9.2186
C: 12.4665 5.8906 8.3766
C: 11.6904 5.4659 7.3378
C: 10.4129 5.8493 7.1607
C: 9.8580 6.8003 8.0027
C: 8.4903 8.9863 9.5223
C: 8.3740 10.0677 8.6581
C: 7.0739 10.4941 8.2225
C: 5.9704 9.8248 8.7096
C: 6.1167 8.6551 9.4067
C: 7.3481 8.2182 9.8897
H: 8.4926 9.5745 13.3830
H: 10.7782 12.1711 12.2863
H: 12.2902 12.9042 10.9600
H: 13.8280 12.7323 9.1204
H: 13.7710 10.6911 7.6612
H: 11.8964 8.9609 7.9562
H: 12.5822 7.3027 9.9384
H: 13.4626 5.5618 8.6844
H: 12.0784 4.7949 6.5371
H: 9.9030 5.5480 6.2732
H: 8.8149 7.0988 7.8325
H: 9.2198 10.7308 8.3656
H: 6.8939 11.4213 7.7060
H: 4.9597 10.1441 8.4332
H: 5.1826 8.1138 9.6262
H: 7.4680 7.2573 10.4022
N: 14.8140 10.2476 15.1069
C: 13.9595 11.0816 14.5218
O: 12.9657 10.6149 13.8825
C: 14.1120 12.4783 14.5534
C: 15.1672 13.0848 15.2713
N: 16.0534 13.4869 15.9175
C: 13.0825 13.2820 13.9597
N: 12.3641 14.1435 13.6743
H: 14.6174 9.2200 15.1373
H: 15.4764 10.5601 15.7698
Cl: 14.7508 6.4931 11.4563
C: 13.7041 6.0789 12.9564
C: 12.9957 7.3688 13.3713
O: 12.1447 7.9254 12.6383
O: 13.1676 7.7823 14.5890
H: 14.3926 5.6172 13.6720
H: 13.0397 5.3277 12.5321

---

[9]
The following is a DFT calculation (ωB97M-V with the def2-TZVPD basis set) of a cluster of 14 separate species, H28O14 in total in a non-equilibrium geometry.

- energy (Eh) = -1069.9746
- E_HOMO (eV) = -9.90
- Kohn-Sham gap (eV) = 9.712
- LUMO energy (eV) = -0.192

Geometry (Å):
H: -0.2830 0.9255 -0.0972
H: 1.0410 0.3432 0.0609
H: -0.5928 1.8431 1.5611
H: 0.5184 0.9745 1.9702
H: 4.2972 -0.3511 0.1640
H: 4.7284 -1.6036 0.6987
H: -2.6231 -2.2526 -2.7546
H: -3.6544 -2.4250 -1.7490
H: -3.2544 0.0565 2.6640
H: -2.9771 0.3141 1.0510
H: -2.3020 -2.8611 -0.1506
H: -2.0423 -1.6655 0.8246
H: -0.2881 -0.8601 3.8392
H: -1.1675 -1.9365 3.7767
H: -4.5132 0.0969 -1.1798
H: -4.7854 1.5404 -0.9325
H: -0.8542 4.2150 -1.4900
H: -1.7935 3.1999 -1.5138
H: 4.6466 2.4127 -1.7809
H: 3.6507 2.8186 -0.5989
H: 3.3994 -4.2127 -1.7384
H: 2.8137 -2.8647 -1.1830
H: -0.0961 0.4012 -4.1323
H: -0.3813 -0.1076 -2.7433
H: 1.4041 2.9908 2.2532
H: -0.0300 3.2145 2.4667
H: 2.5689 -2.0167 0.1805
H: 2.0040 -2.9112 1.2493
O: 0.3280 0.2833 -0.5469
O: 0.3208 1.5895 1.3376
O: 5.0661 -0.9323 0.1455
O: -3.1253 -1.7253 -2.2027
O: -2.7822 -0.2573 1.8013
O: -2.7390 -2.1135 0.3622
O: -0.2564 -1.8194 3.6063
O: -4.1198 0.8861 -0.6416
O: -0.8977 3.2600 -1.7226
O: 3.7122 2.7875 -1.5498
O: 2.6487 -3.5632 -1.8377
O: -0.3773 0.7576 -3.2902
O: 0.7592 3.4728 2.8503
O: 2.0284 -1.9042 0.9727

---

Number 6 is which compound?
C10H23NS

---

Number 8 is which compound?
C41H34ClHfN6O5PS2

---

Which of these has the lowest energy?
C41H34ClHfN6O5PS2

---

energy of number 2 (C30H45NO2P2S2Y)?
-2892.3039 Eh